42
Properties=species:S:1:pos:R:3 method="wB97M-V/def2-TZVPD" homo_energy_ev=-8.290 charge=0 energy_ev=-42871.9518 de_lowest_kcal_mol=71.8 smiles="CC(=O)c1cccc(NC(=S)NNC(=O)c2ccc(C)c([N+](=O)[O-])c2)c1" spin_multiplicity=1 orbital_gap_ev=7.59
C -1.33803 -2.06032 2.32784
C -0.13149 -1.75395 1.48702
O 0.31338 -2.53861 0.67185
C 0.48703 -0.41593 1.63100
C -0.21702 0.72222 2.01458
C 0.40078 1.96095 1.95758
C 1.68653 2.08771 1.46627
C 2.39575 0.95565 1.06068
N 3.66187 1.08971 0.50440
C 4.28459 0.35670 -0.45348
S 5.88419 0.62565 -0.75648
N 3.66829 -0.64134 -1.15548
N 2.30289 -0.74666 -1.40405
C 1.53457 0.34457 -1.70020
O 1.99761 1.43325 -1.94904
C 0.07132 0.05910 -1.62438
C -0.49425 -1.16925 -1.95857
C -1.85019 -1.37301 -1.79816
C -2.69595 -0.38543 -1.29706
C -4.14564 -0.68103 -1.11259
C -2.11187 0.84802 -0.98126
N -2.87630 1.94133 -0.43418
O -4.06864 1.98152 -0.64666
O -2.26984 2.76095 0.22422
C -0.75079 1.06860 -1.15350
C 1.81260 -0.29368 1.22073
H -1.17076 -1.76426 3.36014
H -1.56431 -3.12193 2.27305
H -2.19080 -1.50285 1.94344
H -1.24491 0.65465 2.33207
H -0.14800 2.84136 2.25215
H 2.14058 3.06220 1.37087
H 4.18423 1.91806 0.76097
H 4.26604 -0.99477 -1.89821
H 1.85023 -1.57359 -1.02387
H 0.11543 -1.96426 -2.35861
H -2.27171 -2.33241 -2.05677
H -4.32835 -1.74873 -1.20237
H -4.50796 -0.33371 -0.14691
H -4.73092 -0.15886 -1.86862
H -0.33150 2.03347 -0.91058
H 2.38133 -1.19111 1.03216